1.
Formula: C6H10O2
Source: the Open Molecules 2025 dataset
Level of theory: ωB97M-V/def2-TZVPD

Summary:
Energy above the lowest of the compared OMol25 structures with the same formula, charge and spin in kcal/mol: 77.3
Charge: 0
Lowest unoccupied orbital energy in eV: 0.98

Last column: natural (NBO) charge in e.
Element x y z (Å)
O: -0.751 -0.157 2.220  -0.506
O: 0.448 -0.645 -1.895  -0.499
C: 0.617 0.481 -2.599  -0.243
C: 0.011 1.015 2.481  -0.108
C: -0.744 0.851 1.239  0.041
C: -0.244 0.634 -0.102  -0.397
C: 0.015 -0.590 -0.606  0.373
C: -0.015 -1.950 0.152  -0.677
H: 0.470 -2.832 -0.356  0.230
H: 1.081 0.799 2.547  0.179
H: -1.020 -2.210 0.530  0.237
H: 1.452 1.114 -2.246  0.176
H: -0.269 1.504 -0.800  0.222
H: -0.284 1.055 -2.581  0.165
H: 0.778 0.065 -3.655  0.198
H: 0.497 -1.772 1.091  0.246
H: -1.680 1.230 1.246  0.180
H: -0.363 1.409 3.332  0.182

2.
Formula: C6H10O2
Source: the Open Molecules 2025 dataset
Level of theory: ωB97M-V/def2-TZVPD

Summary:
Energy above the lowest of the compared OMol25 structures with the same formula, charge and spin in kcal/mol: 96.6
Charge: 0
Lowest unoccupied orbital energy in eV: 0.96

Last column: natural (NBO) charge in e.
Element x y z (Å)
O: 0.261 -1.318 -0.473  -0.556
O: -0.144 -0.262 1.397  -0.515
C: -1.166 1.236 -0.042  -0.445
C: -1.312 -1.313 -0.332  -0.127
C: 0.667 -0.229 0.336  0.509
C: 2.185 -0.351 0.273  -0.630
C: -1.429 -0.149 0.744  0.034
C: 0.459 1.229 -0.363  -0.447
H: -1.844 1.112 -0.996  0.194
H: 1.010 1.977 -0.011  0.205
H: 0.475 0.832 -1.457  0.228
H: 2.541 -0.386 -0.863  0.239
H: -2.562 -0.508 1.138  0.243
H: -1.245 2.229 0.317  0.226
H: -1.613 -2.379 0.164  0.205
H: 2.720 -1.148 0.774  0.222
H: -1.769 -1.080 -1.326  0.203
H: 2.766 0.510 0.721  0.210

3.
Formula: C6H10O2
Source: the Open Molecules 2025 dataset
Level of theory: ωB97M-V/def2-TZVPD

Summary:
Energy above the lowest of the compared OMol25 structures with the same formula, charge and spin in kcal/mol: 203.2
Charge: 0
Lowest unoccupied orbital energy in eV: 1.00

Last column: natural (NBO) charge in e.
Element x y z (Å)
O: 0.591 -1.026 -0.201  -0.537
O: 0.874 0.787 -1.703  -0.539
C: -0.513 0.352 -1.527  -0.165
C: 0.134 -0.302 1.682  -0.410
C: 0.620 0.423 0.451  0.033
C: 1.635 1.055 -0.587  -0.063
C: -1.083 -0.657 1.137  -0.472
C: -0.759 -0.879 -0.370  0.087
H: -1.308 -1.736 1.560  0.231
H: 0.653 -1.401 1.604  0.258
H: -1.281 -1.562 -0.950  0.189
H: -0.584 -0.176 -2.638  0.200
H: 2.531 0.391 -0.527  0.189
H: -0.311 1.122 0.268  0.199
H: 0.119 0.200 2.950  0.214
H: -1.338 1.196 -1.675  0.183
H: -1.863 0.134 1.199  0.209
H: 1.882 2.079 -0.674  0.193

4.
Formula: C6H10O2
Source: the Open Molecules 2025 dataset
Level of theory: ωB97M-V/def2-TZVPD

Summary:
Energy above the lowest of the compared OMol25 structures with the same formula, charge and spin in kcal/mol: 12.6
Charge: 0
Lowest unoccupied orbital energy in eV: 0.85

Last column: natural (NBO) charge in e.
Element x y z (Å)
O: 0.738 1.762 3.195  -0.700
O: -0.891 2.024 1.717  -0.596
C: 0.935 0.457 1.236  -0.513
C: -0.991 -0.791 -1.737  -0.160
C: 0.676 0.471 -0.293  -0.406
C: -1.417 -1.802 -2.470  -0.398
C: 0.210 -0.900 -0.800  -0.447
C: 0.139 1.481 1.990  0.798
H: 1.008 -1.456 -1.288  0.216
H: 0.681 -0.488 1.726  0.239
H: -0.026 1.285 -0.436  0.230
H: -1.540 0.139 -1.650  0.199
H: 1.644 0.723 -0.697  0.214
H: 0.172 2.458 3.580  0.492
H: -0.954 -2.770 -2.538  0.190
H: -2.266 -1.686 -3.105  0.195
H: 1.962 0.646 1.557  0.237
H: -0.079 -1.552 0.014  0.211

5.
Formula: C6H10O2
Source: the Open Molecules 2025 dataset
Level of theory: ωB97M-V/def2-TZVPD

Summary:
Energy above the lowest of the compared OMol25 structures with the same formula, charge and spin in kcal/mol: 46.7
Charge: 0
Lowest unoccupied orbital energy in eV: 0.73

Last column: natural (NBO) charge in e.
Element x y z (Å)
O: 2.066 0.080 -1.218  -0.484
O: -0.108 -1.830 0.693  -0.548
C: 2.516 -0.316 1.169  -0.769
C: -1.419 -1.277 -1.221  -0.731
C: -0.522 1.752 -0.176  -0.611
C: 2.220 0.054 -0.038  0.705
C: -0.558 -0.990 -0.027  0.622
C: -0.864 0.503 0.631  -0.497
H: 3.179 0.151 1.870  0.261
H: 2.237 -1.319 1.459  0.291
H: -1.411 -0.438 -1.910  0.225
H: -0.762 1.634 -1.231  0.208
H: 0.523 2.008 -0.019  0.205
H: -1.095 -2.210 -1.676  0.238
H: -0.583 0.573 1.681  0.225
H: -2.444 -1.434 -0.882  0.244
H: -1.021 2.630 0.235  0.212
H: -1.955 0.430 0.658  0.205

6.
Formula: C6H10O2PS
Source: the Open Molecules 2025 dataset
Level of theory: ωB97M-V/def2-TZVPD

Summary:
Energy above the lowest of the compared OMol25 structures with the same formula, charge and spin in kcal/mol: 38.2
Charge: -1
Lowest unoccupied orbital energy in eV: 3.65

Last column: natural (NBO) charge in e.
Element x y z (Å)
S: -0.185 2.947 1.399  -0.762
P: 0.135 1.111 0.834  1.736
O: 0.766 -1.769 2.243  -0.632
O: -0.626 0.088 1.557  -1.006
C: -0.014 -1.621 -0.039  -0.597
C: -1.251 -1.278 -0.870  -0.391
C: -1.403 0.267 -1.297  -0.415
C: 1.969 0.824 0.976  -1.022
C: -0.097 0.937 -1.031  -0.758
C: 0.142 -1.431 1.269  0.704
H: -2.136 0.639 -0.607  0.197
H: 2.193 -0.228 0.610  0.243
H: 2.483 1.680 0.640  0.235
H: 0.582 0.305 -1.458  0.218
H: 0.461 -2.480 -0.542  0.209
H: -2.182 -1.527 -0.320  0.195
H: 2.269 0.904 1.984  0.235
H: -1.828 0.440 -2.212  0.190
H: -0.041 2.099 -1.356  0.234
H: -1.236 -1.906 -1.781  0.187

| no. | HOMO level (eV) |
| --- | --- |
| 1 | -8.53 |
| 2 | -9.50 |
| 3 | -9.10 |
| 4 | -9.68 |
| 5 | -9.23 |
| 6 | -4.17 |